Entry 1:
{"formula": "C21H34N3O2PRuSi", "method": "ωB97M-V/def2-TZVPD", "species": ["C", "C", "N", "C", "C", "C", "C", "C", "P", "H", "H", "H", "C", "C", "H", "H", "H", "C", "C", "H", "H", "H", "H", "H", "H", "H", "H", "H", "H", "H", "H", "C", "O", "Ru", "O", "H", "H", "N", "C", "Si", "C", "C", "N", "C", "C", "C", "C", "C", "C", "H", "H", "H", "H", "H", "H", "H", "H", "H", "H", "H", "H", "H", "H"], "coordinates": [[2.674, -0.167, 2.219], [3.118, 0.376, 0.910], [2.099, 0.932, 0.204], [2.421, 1.871, -0.697], [3.711, 1.914, -1.238], [4.750, 1.188, -0.626], [4.458, 0.460, 0.510], [1.370, 2.937, -1.023], [-0.310, 2.276, -0.525], [5.239, 0.030, 1.183], [3.830, 2.524, -2.132], [5.778, 1.257, -1.032], [1.465, -2.116, 1.438], [0.732, -0.887, 3.426], [1.540, 3.596, -1.895], [2.580, 0.659, 2.937], [3.376, -0.923, 2.591], [-1.022, 2.254, -2.192], [-1.052, 3.738, 0.233], [-2.034, 1.878, -2.016], [-1.043, 3.270, -2.619], [-0.458, 1.563, -2.835], [-2.012, 3.450, 0.647], [-0.404, 4.079, 1.036], [-1.208, 4.529, -0.499], [1.366, -1.542, 4.036], [0.724, 0.123, 3.852], [-0.284, -1.287, 3.375], [2.106, -2.737, 2.078], [0.475, -2.575, 1.324], [1.932, -1.991, 0.454], [-1.032, 1.195, 1.984], [-1.742, 1.684, 2.778], [0.094, 0.492, 0.709], [1.968, 3.486, 1.923], [1.345, 3.815, -0.424], [2.266, 4.439, 2.021], [1.324, -0.792, 2.077], [-2.528, -1.824, 2.438], [-2.508, -1.823, 0.572], [-2.141, -3.585, 0.020], [-4.241, -1.260, 0.095], [-1.232, -0.817, -0.243], [-1.082, -1.029, -1.608], [0.217, -1.163, -2.172], [0.362, -1.479, -3.526], [-0.751, -1.625, -4.359], [-2.034, -1.436, -3.828], [-2.215, -1.131, -2.481], [-3.506, -2.193, 2.774], [-2.392, -0.827, 2.867], [-1.774, -2.505, 2.840], [-2.897, -4.268, 0.430], [-2.142, -3.683, -1.073], [-1.158, -3.906, 0.387], [-4.272, -0.166, -0.024], [-4.627, -1.737, -0.818], [-4.914, -1.533, 0.924], [1.100, -1.029, -1.532], [1.365, -1.617, -3.927], [-0.635, -1.889, -5.416], [-2.919, -1.531, -4.457], [-3.214, -0.944, -2.071]], "lowdin_spin": [0.004, 0.021, 0.085, 0.027, 0.001, 0.020, 0.004, 0.016, 0.043, 0.000, 0.000, 0.001, 0.016, 0.010, 0.000, 0.001, 0.000, 0.032, 0.003, 0.001, 0.002, 0.002, 0.001, -0.001, 0.001, 0.002, 0.002, 0.001, 0.005, 0.001, 0.001, 0.108, 0.094, 1.940, 0.971, 0.006, 0.015, 0.059, 0.003, 0.053, 0.019, 0.026, 0.580, 0.222, 0.123, 0.047, 0.254, 0.019, 0.135, 0.000, 0.001, 0.000, 0.002, 0.003, 0.000, 0.000, 0.001, 0.003, 0.006, -0.001, 0.010, -0.002, 0.002], "spin_multiplicity": 6, "lumo_energy_ev": [-9.76, -13.12], "orbital_gap_ha": [0.2961, 0.1959], "total_charge": 3, "e_homo_ev": [-17.82, -18.45], "total_energy_ev": -50612.0417, "s_squared": 8.792}

---

Entry 2:
{"formula": "C21H35BrFLuNO4S", "method": "ωB97M-V/def2-TZVPD", "species": ["C", "C", "C", "Br", "C", "F", "O", "S", "O", "O", "O", "C", "C", "C", "C", "C", "C", "C", "C", "C", "C", "C", "C", "C", "N", "C", "C", "C", "C", "H", "H", "H", "H", "H", "H", "H", "H", "H", "H", "H", "H", "H", "H", "H", "H", "H", "H", "H", "H", "H", "H", "H", "H", "H", "H", "H", "H", "H", "H", "H", "H", "H", "H", "H", "Lu"], "coordinates": [[-2.300, 5.770, 0.462], [-0.801, 5.606, 0.822], [-0.447, 4.228, 1.409], [1.491, 4.226, 1.705], [-0.940, 3.048, 0.510], [-1.020, 3.423, -0.776], [-0.021, 1.966, 0.766], [-0.502, 1.308, 2.195], [0.005, 1.895, 3.367], [-0.176, -0.065, 2.142], [-2.107, 1.720, 2.134], [-2.267, 2.371, 0.903], [-2.746, 1.393, -0.261], [-3.437, 0.086, 0.253], [-2.458, -1.135, 0.314], [-2.801, -2.063, 1.490], [-1.674, -2.970, 2.052], [-0.751, -3.718, 1.037], [0.747, -3.679, 1.494], [1.659, -2.701, 0.708], [3.105, -3.271, 0.482], [3.516, -3.314, -1.020], [4.317, -2.073, -1.482], [3.559, -0.753, -1.395], [2.682, -0.526, -2.570], [1.408, -0.749, -2.709], [0.925, -0.336, -4.062], [2.033, 0.145, -4.666], [3.127, 0.029, -3.752], [-2.710, 4.953, -0.170], [-2.408, 6.698, -0.112], [-2.888, 5.914, 1.383], [-0.552, 6.356, 1.580], [-0.164, 5.810, -0.045], [-0.901, 4.149, 2.405], [-3.109, 3.085, 1.098], [-1.872, 1.141, -0.866], [-3.472, 1.956, -0.933], [-3.930, 0.263, 1.221], [-4.222, -0.121, -0.486], [-2.652, -1.698, -0.614], [-1.407, -0.830, 0.256], [-3.687, -2.679, 1.299], [-3.086, -1.396, 2.322], [-2.195, -3.758, 2.609], [-1.086, -2.430, 2.800], [-1.021, -4.779, 1.086], [-0.874, -3.423, -0.013], [1.183, -4.682, 1.478], [0.751, -3.353, 2.541], [1.228, -2.408, -0.263], [1.761, -1.771, 1.289], [3.137, -4.310, 0.827], [3.838, -2.711, 1.073], [2.648, -3.467, -1.680], [4.194, -4.170, -1.119], [4.765, -2.247, -2.472], [5.164, -1.984, -0.787], [4.295, 0.063, -1.401], [2.984, -0.626, -0.473], [0.727, -1.177, -1.975], [-0.087, -0.385, -4.442], [2.054, 0.552, -5.671], [4.159, 0.325, -3.931], [-4.691, 3.275, 0.634]], "nbo_charge": [-0.622, -0.436, -0.333, 0.128, 0.574, -0.305, -0.653, 2.498, -0.824, -0.851, -0.644, 0.117, -0.465, -0.435, -0.402, -0.402, -0.402, -0.414, -0.388, -0.389, -0.417, -0.398, -0.425, -0.230, -0.350, 0.286, -0.116, -0.279, 0.329, 0.123, 0.286, 0.220, 0.267, 0.245, 0.254, -0.039, 0.287, 0.175, 0.216, 0.242, 0.223, 0.205, 0.229, 0.197, 0.234, 0.212, 0.235, 0.179, 0.218, 0.218, 0.140, 0.207, 0.238, 0.215, 0.188, 0.252, 0.232, 0.255, 0.245, 0.252, 0.263, 0.281, 0.299, 0.282, 1.474], "lumo_energy_ev": -14.23, "orbital_gap_ha": 0.0607, "total_charge": 3, "e_homo_ev": -15.89, "total_energy_ev": -149202.1735}

---

Entry 3:
{"formula": "C21H35Cl4CuO13", "method": "ωB97M-V/def2-TZVPD", "species": ["Cu", "C", "O", "H", "H", "H", "C", "C", "C", "O", "C", "O", "O", "H", "H", "H", "H", "H", "H", "C", "C", "C", "O", "C", "O", "O", "H", "H", "H", "H", "H", "H", "C", "C", "C", "O", "C", "O", "O", "H", "H", "H", "H", "H", "H", "C", "C", "C", "O", "C", "O", "O", "H", "H", "H", "H", "H", "H", "Cl", "C", "C", "Cl", "H", "H", "H", "H", "Cl", "C", "C", "Cl", "H", "H", "H", "H"], "coordinates": [[-0.829, -3.668, 0.405], [0.133, -0.356, 0.120], [0.195, -1.761, -0.048], [1.042, 0.187, -0.138], [-0.665, 0.143, -0.429], [-0.013, -0.025, 1.149], [1.680, 1.802, -2.811], [0.852, 3.078, -2.545], [-0.579, 2.701, -2.237], [-0.832, 3.465, -1.076], [0.372, 4.001, -0.614], [0.517, 4.656, 0.437], [1.314, 3.734, -1.394], [1.374, 1.386, -3.771], [1.609, 1.024, -2.052], [2.753, 1.933, -2.944], [0.975, 3.750, -3.394], [-0.822, 1.667, -1.994], [-1.205, 3.044, -3.061], [3.907, -1.615, -1.281], [3.277, -2.608, -2.263], [2.138, -2.116, -3.068], [2.548, -2.257, -4.399], [3.782, -2.814, -4.451], [4.308, -3.140, -5.460], [4.226, -3.061, -3.203], [4.362, -0.820, -1.872], [4.713, -2.017, -0.667], [3.141, -1.205, -0.622], [2.821, -3.421, -1.699], [2.001, -1.080, -2.760], [1.289, -2.760, -2.835], [-1.407, 0.706, 5.072], [-0.332, -0.461, 5.123], [-0.780, -1.665, 5.986], [-0.546, -2.780, 5.153], [-0.435, -2.409, 3.890], [-0.632, -3.203, 2.928], [-0.272, -1.088, 3.789], [-2.352, 0.301, 4.710], [-1.098, 1.386, 4.278], [-1.440, 1.227, 6.029], [0.653, -0.128, 5.452], [-1.858, -1.642, 6.146], [-0.281, -1.684, 6.955], [-3.039, 1.635, 1.332], [-3.951, 0.494, 1.670], [-4.849, 0.159, 0.491], [-4.479, -1.151, 0.167], [-3.523, -1.593, 1.030], [-2.975, -2.653, 0.957], [-3.239, -0.649, 1.878], [-2.181, 1.742, 1.996], [-3.509, 2.615, 1.255], [-2.532, 1.541, 0.372], [-4.486, 0.796, 2.570], [-4.684, 0.849, -0.336], [-5.905, 0.195, 0.761], [5.136, 1.561, -0.508], [3.624, 1.765, 0.488], [3.872, 2.328, 1.877], [4.693, 1.188, 2.955], [3.056, 0.838, 0.570], [3.047, 2.489, -0.086], [2.975, 2.619, 2.423], [4.474, 3.231, 1.771], [-0.999, -0.071, -4.140], [-2.181, -1.459, -4.105], [-3.097, -1.395, -2.916], [-4.360, -0.172, -3.110], [-1.613, -2.389, -4.142], [-2.755, -1.527, -5.029], [-2.573, -1.034, -2.030], [-3.549, -2.361, -2.692]], "lowdin_spin": [0.032, 0.088, 0.803, 0.004, 0.017, 0.047, 0.001, 0.000, 0.001, 0.000, 0.000, 0.000, 0.000, 0.000, 0.000, 0.000, 0.000, 0.001, 0.000, 0.000, 0.000, 0.001, 0.000, 0.000, 0.000, 0.000, 0.000, 0.000, 0.000, 0.000, 0.000, 0.001, 0.000, 0.000, 0.000, 0.000, 0.000, 0.005, 0.000, 0.000, 0.000, 0.000, 0.000, 0.000, 0.000, 0.000, 0.000, 0.000, 0.000, 0.000, -0.001, 0.000, 0.000, 0.000, 0.000, 0.000, 0.000, 0.000, 0.000, 0.000, 0.000, 0.000, 0.000, 0.000, 0.000, 0.000, 0.000, 0.000, 0.000, 0.000, 0.000, 0.000, 0.000, 0.000], "spin_multiplicity": 2, "lumo_energy_ev": [-4.46, -6.38], "orbital_gap_ha": [0.3096, 0.2390], "total_charge": 1, "e_homo_ev": [-12.88, -12.88], "relative_energy_kj_mol": 0.0, "total_energy_ev": -143682.5008, "s_squared": 0.755}

---

Entry 4:
{"formula": "C21H35ClN4O2PS", "method": "ωB97M-V/def2-TZVPD", "species": ["C", "C", "C", "C", "C", "C", "C", "N", "C", "C", "C", "C", "O", "N", "C", "C", "C", "C", "C", "C", "C", "N", "N", "C", "C", "O", "Cl", "C", "P", "S", "H", "H", "H", "H", "H", "H", "H", "H", "H", "H", "H", "H", "H", "H", "H", "H", "H", "H", "H", "H", "H", "H", "H", "H", "H", "H", "H", "H", "H", "H", "H", "H", "H", "H", "H"], "coordinates": [[4.962, 2.806, 1.464], [5.127, 3.127, -0.026], [3.798, 3.391, -0.761], [3.468, 2.316, -1.801], [3.084, 0.993, -1.117], [1.565, 0.789, -1.042], [1.206, -0.488, -0.260], [0.352, -1.341, -1.111], [0.165, -2.661, -0.529], [-1.086, -3.303, -1.116], [-2.368, -2.517, -0.815], [-3.198, -2.222, -2.046], [-3.919, -3.052, -2.490], [-3.099, -0.930, -2.662], [-3.740, 0.143, -1.965], [-3.753, 1.392, -2.586], [-4.351, 2.490, -1.975], [-4.943, 2.360, -0.723], [-4.953, 1.119, -0.099], [-4.360, 0.020, -0.724], [0.277, -2.720, 1.018], [-0.568, -3.762, 1.592], [0.019, -1.424, 1.759], [-1.344, -1.301, 2.353], [-1.334, -1.863, 3.732], [-0.349, -2.053, 4.354], [-2.913, -2.200, 4.362], [0.353, -0.157, 0.989], [1.223, 1.023, 2.143], [-0.038, 2.301, 2.887], [5.869, 3.037, 2.008], [4.786, 1.737, 1.584], [4.126, 3.345, 1.900], [5.743, 4.013, -0.129], [5.674, 2.306, -0.484], [3.859, 4.341, -1.280], [2.987, 3.422, -0.033], [4.341, 2.127, -2.412], [2.626, 2.631, -2.410], [3.496, 0.927, -0.113], [3.475, 0.141, -1.671], [1.073, 1.673, -0.631], [1.227, 0.648, -2.061], [2.124, -1.016, -0.009], [-0.529, -0.839, -1.163], [0.994, -3.271, -0.886], [-0.911, -3.305, -2.189], [-1.190, -4.341, -0.833], [-3.001, -3.081, -0.137], [-2.148, -1.567, -0.330], [-2.126, -0.700, -2.832], [-3.310, 1.520, -3.562], [-4.368, 3.442, -2.477], [-5.395, 3.216, -0.247], [-5.425, 1.021, 0.864], [-4.428, -0.934, -0.220], [1.311, -2.971, 1.243], [-0.319, -3.850, 2.577], [-0.265, -4.648, 1.202], [0.651, -1.438, 2.568], [-1.641, -0.256, 2.419], [-2.104, -1.797, 1.766], [-0.533, 0.343, 0.620], [2.237, 1.662, 1.429], [1.812, 0.188, 3.120]], "nbo_charge": [-0.605, -0.410, -0.391, -0.397, -0.385, -0.416, -0.070, -0.599, -0.063, -0.396, -0.546, 0.717, -0.470, -0.692, 0.224, -0.264, -0.178, -0.228, -0.178, -0.320, 0.107, -0.834, -0.397, -0.376, 0.528, -0.510, 0.050, -0.344, 0.822, -0.518, 0.228, 0.181, 0.200, 0.218, 0.199, 0.223, 0.180, 0.216, 0.206, 0.183, 0.213, 0.205, 0.242, 0.211, 0.350, 0.221, 0.239, 0.235, 0.257, 0.182, 0.375, 0.223, 0.225, 0.224, 0.219, 0.206, 0.199, 0.374, 0.397, 0.463, 0.295, 0.291, 0.265, 0.019, -0.025], "lumo_energy_ev": -3.09, "orbital_gap_ha": 0.2941, "total_charge": 1, "e_homo_ev": -11.09, "relative_energy_kj_mol": 0.0, "total_energy_ev": -65039.4830}